Entry from the OMol25 dataset: a single C31H34FN5O4 molecule (wB97M-V/def2-TZVPD).

Properties
- E_LUMO (eV) = 0.4
- SMILES string = O=C(CCN1CCOCC1)Nc1cc(C(=O)Nc2ccccc2F)ccc1N1C[C@@H]2C[C@H](C1)c1cccc(=O)n1C2
- multiplicity = 1
- gap between HOMO and LUMO (eV) = 8.48

CARTESIAN COORDINATES (ANGSTROEM)
F 2.19 4.33 2.98
O -2.98 -0.72 -3.79
O 2.08 -0.01 5.29
O -2.97 2.61 -0.83
O 2.61 1.09 -0.59
N -1.70 -2.34 -2.85
N -0.48 2.56 -2.28
N 0.93 -0.44 -0.58
N 2.11 1.80 3.89
N -0.70 -2.52 0.09
C 2.70 2.78 4.69
C -0.43 -4.13 -1.75
C 0.24 -1.93 -4.76
C 2.74 4.09 4.20
C 0.31 -1.28 3.46
C -2.66 -3.60 -0.89
C 1.31 0.86 -2.58
C -0.09 -1.78 1.13
C -0.54 2.69 -0.84
C 3.30 5.13 4.90
C 3.26 2.55 5.94
C -0.91 -1.21 -4.82
C 1.84 0.50 4.21
C -0.17 1.23 -2.78
C 0.18 -3.54 -0.47
C 1.18 -0.26 3.11
C 3.82 3.59 6.66
C -1.94 -1.36 -3.84
C -1.80 -4.73 -1.45
C -2.00 -3.07 0.39
C -1.81 2.05 -0.25
C 1.43 0.00 1.76
C 1.69 0.54 -1.15
C -1.70 3.11 -2.85
C 3.85 4.87 6.15
C -0.57 -3.08 -2.81
C 0.79 -0.74 0.78
C -0.32 -2.03 2.48
C 0.42 -2.88 -3.73
C -2.96 2.48 -2.24
C -2.83 -2.52 -1.95
H -3.70 -2.73 -2.57
H -1.88 2.26 0.82
H -3.86 3.00 -2.59
H 1.93 1.68 -2.92
H -1.10 -0.50 -5.61
H -1.70 2.98 -3.93
H 2.13 0.76 1.46
H 0.24 -0.91 -1.16
H 3.23 1.55 6.34
H 1.15 -3.09 -0.69
H 0.25 -4.90 -2.12
H 0.34 -4.36 0.25
H 1.82 2.12 2.98
H 1.52 -0.02 -3.20
H -2.62 -2.28 0.83
H -1.95 -3.90 1.11
H -0.55 3.76 -0.61
H -1.70 4.18 -2.62
H -3.65 -3.97 -0.62
H -3.03 1.42 -2.53
H 1.32 -3.47 -3.68
H -3.03 -1.55 -1.47
H -0.99 -2.82 2.77
H -1.80 0.96 -0.40
H 4.25 3.38 7.63
H -1.71 -5.54 -0.72
H 0.35 2.25 -0.38
H 4.30 5.68 6.71
H 3.30 6.12 4.47
H -0.81 0.45 -2.34
H 1.01 -1.81 -5.50
H -0.36 1.25 -3.85
H -2.24 -5.14 -2.36
H 0.14 -1.49 4.50


Entry from the OMol25 dataset: a molecular structure, C31H34GeN3P2PtS3SbSe3 (wB97M-V/def2-TZVPD).

Properties
- total charge = -1
- E_LUMO (spin up / spin down) (eV) = 2.0 / 0.7
- multiplicity = 4
- expectation value of S² = 3.772
- gap between HOMO and LUMO (spin up / spin down) (eV) = 6.16 / 5.42

CARTESIAN COORDINATES (ANGSTROEM)
Pt -3.74 -0.74 -0.36
Sb -5.92 1.62 -0.42
Se 3.16 1.67 0.57
Se -3.04 -3.30 0.07
Se -2.77 3.53 0.20
Ge -2.26 6.71 0.29
S -5.73 -0.42 0.89
S -8.07 1.42 -1.26
S -4.51 0.56 -2.13
P -1.00 -2.70 -0.09
P 2.16 -0.17 0.58
N -1.84 -0.21 0.46
N -0.18 1.14 0.74
N -1.49 1.03 0.72
C -3.48 5.31 -0.29
C 0.18 -4.09 -2.24
C -0.72 -0.97 0.28
C 1.66 -5.11 2.79
C -2.97 8.48 -0.15
C 2.50 -1.09 2.12
C 0.42 -4.27 -3.60
C -1.90 3.28 -1.52
C -0.88 -1.98 -2.72
C -0.65 -2.17 -4.07
C 1.78 -2.03 4.22
C 0.31 -4.91 3.07
C -0.49 -4.20 2.18
C 3.83 -1.28 2.51
C 2.21 -4.59 1.62
C 3.10 -2.25 4.59
C 2.62 -1.50 -3.22
C 3.61 -2.47 -3.13
C 0.06 -3.69 1.00
C 0.36 -0.08 0.47
C 3.72 -2.12 -0.75
C 1.41 -3.88 0.73
C 2.70 -1.17 -0.83
C 1.48 -1.45 2.99
C 4.13 -1.87 3.73
C 4.16 -2.78 -1.89
C -0.45 -2.93 -1.80
C 0.00 -3.31 -4.52
C -0.48 6.48 -0.48
C 2.17 -0.85 -2.08
C -2.06 6.51 2.23
H 0.97 -2.30 4.89
H -3.97 8.62 0.28
H -3.66 5.31 -1.37
H 1.40 -0.09 -2.15
H -2.97 6.80 2.76
H 2.19 -1.25 -4.18
H 0.18 -3.46 -5.57
H -0.49 6.53 -1.58
H 0.44 -1.27 2.72
H 0.92 -5.17 -3.95
H -1.54 -4.05 2.38
H -1.29 2.39 -1.46
H -1.42 -1.10 -2.38
H 2.28 -5.66 3.48
H 1.85 -3.48 -0.17
H -1.27 4.15 -1.73
H 3.95 -2.98 -4.02
H 4.63 -0.93 1.86
H 5.16 -2.03 4.02
H 0.20 7.25 -0.10
H 3.26 -4.74 1.40
H -0.09 5.50 -0.18
H -1.22 7.11 2.61
H -2.66 3.16 -2.29
H -3.05 8.60 -1.24
H -0.12 -5.31 3.98
H -2.31 9.27 0.24
H 3.32 -2.70 5.55
H 0.46 -4.86 -1.54
H -4.44 5.42 0.22
H 4.94 -3.53 -1.81
H 4.15 -2.37 0.21
H -1.86 5.46 2.43
H -1.01 -1.43 -4.79


Entry from the OMol25 dataset: a molecular structure, C31H34IrN6O4S2 (wB97M-V/def2-TZVPD).

Properties
- total charge = -2
- E_LUMO (spin up / spin down) (eV) = 4.2 / 4.2
- multiplicity = 6
- expectation value of S² = 8.796
- gap between HOMO and LUMO (spin up / spin down) (eV) = 3.51 / 5.72

CARTESIAN COORDINATES (ANGSTROEM)
Ir -0.85 -0.82 -0.12
S -1.54 -3.09 -1.16
S 0.64 -0.34 -3.67
O -0.53 1.19 -0.49
O 1.21 -1.28 -4.61
O -2.20 -1.28 1.97
O -0.65 0.22 -3.99
N 1.45 -1.70 -0.28
N -3.29 -1.16 -1.95
N -0.84 -0.78 2.03
N 0.59 -0.87 -2.18
N -3.02 -0.70 -0.67
N -2.68 -2.68 -3.57
C -2.60 -2.20 -2.25
C -1.47 -3.69 2.80
C -3.14 0.13 3.63
C 1.80 1.02 -3.61
C -4.04 -0.14 -0.02
C -3.11 -0.28 2.32
C 0.69 -3.52 4.03
C -0.27 -2.89 3.24
C 3.58 -2.75 -0.07
C -5.04 1.08 1.86
C -5.06 1.49 3.17
C 1.45 0.48 2.77
C 3.57 3.16 -3.46
C 1.65 -1.50 -1.60
C 3.65 2.25 -4.51
C 4.52 4.33 -3.38
C 2.85 -1.92 -2.20
C 3.81 -2.53 -1.42
C -1.25 3.29 -1.33
C 1.70 1.91 -2.55
C -0.03 -1.56 2.84
C -1.48 2.20 -0.29
C 1.17 -0.92 3.24
C 1.86 -2.90 4.43
C 2.77 1.18 -4.58
C 2.59 2.98 -2.48
C -1.41 2.75 1.12
C -4.04 0.19 1.34
C 2.37 -2.32 0.45
C -4.10 1.05 4.09
C 2.09 -1.59 4.02
H 2.83 0.46 -5.39
H 0.59 1.13 2.96
H 2.33 0.88 3.26
H -0.26 3.74 -1.19
H 3.00 -1.78 -3.26
H -4.10 1.38 5.12
H -5.83 2.18 3.49
H -5.79 1.45 1.17
H 4.30 -3.24 0.57
H -1.82 -3.15 -3.81
H -2.84 -1.90 -4.19
H -4.94 0.06 -0.60
H 5.56 4.01 -3.52
H -2.00 4.08 -1.24
H 2.53 3.67 -1.66
H 2.12 -2.48 1.49
H 0.50 -4.55 4.33
H 2.59 -3.43 5.04
H -2.49 1.80 -0.45
H -2.39 -0.27 4.30
H 4.41 2.37 -5.27
H -1.29 2.87 -2.33
H 4.30 5.07 -4.15
H 4.74 -2.85 -1.88
H -1.57 1.96 1.85
H -1.32 -4.74 3.06
H -1.62 -3.62 1.72
H 3.01 -1.08 4.30
H 1.60 0.52 1.68
H -2.17 3.52 1.29
H -2.39 -3.34 3.26
H 4.46 4.82 -2.41
H -0.42 3.19 1.30
H 0.94 1.76 -1.78


Entry from the OMol25 dataset: a molecular structure, C31H34LaN10O2 (wB97M-V/def2-TZVPD).

Properties
- total charge = +3
- E_LUMO (eV) = -8.1
- multiplicity = 1
- gap between HOMO and LUMO (eV) = 6.63

CARTESIAN COORDINATES (ANGSTROEM)
La 0.25 -0.30 -0.17
O -0.49 1.48 1.02
O -2.70 4.51 -1.00
N -2.55 -0.40 -0.07
N -0.78 -1.64 1.74
N 2.23 0.14 -2.06
N 2.46 0.28 1.65
N 0.14 1.74 -1.41
N -2.35 -2.08 3.23
N -2.58 -2.12 -3.31
N -0.84 2.62 -0.96
N 4.94 2.06 3.00
N -0.85 -1.74 -1.97
C 2.31 1.11 -4.24
C -3.11 -1.43 -0.97
C -2.99 -0.58 1.33
C -2.08 3.25 0.99
C 0.91 -2.57 -3.64
C -0.37 -2.24 -3.21
C 1.74 0.98 -2.99
C 3.46 0.37 -4.54
C -3.77 4.99 1.02
C 1.06 -3.07 -4.92
C 3.46 2.35 2.80
C -0.23 -2.45 2.74
C -2.03 -1.46 2.08
C 0.31 -4.05 4.92
C -1.45 -2.47 -4.05
C -1.08 2.43 0.33
C 3.98 -0.47 -3.57
C -2.82 4.24 0.31
C 2.84 1.70 1.58
C -0.05 -3.26 -5.77
C 3.32 -0.56 -2.35
C 0.61 1.86 -2.59
C -2.32 3.05 2.37
C -3.98 4.77 2.35
C -1.33 -2.96 -5.35
C -2.17 -1.72 -2.10
C -3.25 3.79 3.05
C 1.31 -3.78 3.97
C 1.06 -2.99 2.87
C -1.20 -2.74 3.69
C -0.96 -3.54 4.80
H 5.50 2.31 2.18
H -3.00 0.41 1.80
H -3.41 3.63 4.11
H 3.45 1.85 0.69
H -3.23 -2.35 -0.41
H -3.54 -2.18 -3.61
H 5.32 2.60 3.79
H 0.55 -4.68 5.77
H 1.92 2.26 1.41
H 1.92 0.09 2.50
H -3.26 -2.09 3.66
H -2.87 0.51 -0.37
H -4.72 5.36 2.88
H 3.40 3.44 2.72
H 1.82 -2.84 2.11
H -2.19 -3.13 -5.98
H 1.89 1.79 -4.96
H -4.34 5.74 0.47
H 2.04 -3.35 -5.27
H 4.87 -1.06 -3.75
H 0.10 -3.65 -6.76
H -4.09 -1.15 -1.34
H -2.02 3.91 -1.36
H 0.24 2.64 -3.26
H 1.77 -2.48 -2.99
H -1.73 2.31 2.89
H 3.93 0.46 -5.51
H 3.24 -0.37 1.67
H 3.69 -1.24 -1.59
H 2.29 -4.24 4.09
H -4.00 -0.98 1.39
H 2.97 2.06 3.73
H 5.13 1.08 3.21
H -1.73 -3.76 5.53


Entry from the OMol25 dataset: 2 unconnected molecules or ions with the total composition C31H34N4O3S (wB97M-V/def2-TZVPD).

Properties
- E_LUMO (eV) = 0.0
- multiplicity = 1
- gap between HOMO and LUMO (eV) = 6.60

CARTESIAN COORDINATES (ANGSTROEM)
S 1.83 1.62 3.60
O 1.49 1.96 4.96
O 0.92 4.47 0.91
O 2.55 2.55 2.77
N -5.43 -1.18 3.63
N 0.45 1.14 2.78
N -5.18 6.11 0.28
N -1.81 3.65 0.39
C -1.72 5.00 0.63
C 3.99 2.17 -0.72
C 1.32 1.49 -1.11
C 3.67 1.11 -1.57
C -3.05 3.12 0.07
C -4.35 0.93 3.05
C 0.59 3.34 0.49
C -2.79 5.84 0.47
C 3.51 -0.24 2.47
C -0.67 1.81 2.85
C -4.28 -0.42 3.48
C -6.48 -1.19 2.63
C -4.17 3.91 -0.01
C 1.64 2.51 -0.21
C -5.08 7.56 0.15
C 5.89 -2.92 3.74
C 2.32 0.79 -1.78
C -1.92 1.09 3.11
C 4.48 -1.25 2.52
C 2.86 0.15 3.64
C 4.80 -1.89 3.72
C -3.19 1.70 2.99
C -4.08 5.31 0.23
C -3.01 -0.98 3.78
C 2.99 2.85 -0.03
C 4.11 -1.52 4.88
C 3.15 -0.50 4.85
C -0.73 2.80 0.63
C -6.52 5.63 0.55
C -5.83 -1.72 4.92
C -1.85 -0.25 3.51
H -3.26 2.77 2.82
H 3.24 3.67 0.65
H -3.08 2.05 -0.09
H 5.01 -1.53 1.61
H -6.68 -1.14 5.34
H 3.28 0.25 1.53
H -0.69 2.91 2.91
H -7.25 -0.42 2.84
H -6.18 -2.75 4.79
H -2.95 -1.99 4.16
H -5.00 -1.70 5.63
H 4.46 0.55 -2.07
H -0.86 -0.70 3.61
H 0.27 1.26 -1.30
H 6.88 -2.49 3.52
H -0.75 5.37 0.90
H -6.04 -0.99 1.65
H -7.20 6.08 -0.19
H -0.92 1.75 0.39
H -4.25 7.82 -0.51
H 2.63 -0.20 5.76
H 4.34 -2.02 5.82
H -5.32 1.36 2.82
H -6.02 7.93 -0.27
H -5.11 3.45 -0.31
H 2.05 -0.01 -2.48
H -6.87 5.95 1.54
H 5.71 -3.70 2.99
H -6.95 -2.18 2.63
H 5.96 -3.40 4.72
H 5.02 2.49 -0.57
H -2.61 6.90 0.59
H -6.58 4.54 0.49
H -4.93 8.06 1.12


Entry from the OMol25 dataset: a molecular structure, C31H35BrN5V (wB97M-V/def2-TZVPD).

Properties
- total charge = +1
- E_LUMO (spin up / spin down) (eV) = -2.9 / -2.9
- multiplicity = 2
- expectation value of S² = 0.792
- gap between HOMO and LUMO (spin up / spin down) (eV) = 7.82 / 7.90

CARTESIAN COORDINATES (ANGSTROEM)
Br 0.42 -3.97 -1.27
V 0.82 -1.05 -1.02
N -0.68 -0.62 0.23
N 0.50 -0.75 -2.58
N -2.06 0.64 1.63
N -0.04 1.49 0.99
N 2.55 -2.35 -0.76
C 1.20 1.67 0.33
C -3.57 -2.65 -0.93
C 4.82 -2.98 -0.41
C 3.82 -2.03 -0.47
C -1.75 -2.60 1.22
C -0.76 -1.02 -4.61
C -1.08 0.96 4.32
C -2.98 4.19 3.66
C -2.38 1.85 2.34
C -0.75 -2.59 2.33
C 3.19 -4.66 -0.93
C 2.92 1.10 -1.20
C -3.15 2.82 1.71
C 2.26 -3.63 -0.96
C -2.73 -3.59 1.12
C -1.90 2.02 3.64
C -1.71 -1.62 0.21
C 0.14 -0.08 -3.81
C -3.45 4.00 2.37
C -2.21 3.22 4.28
C 4.50 -4.31 -0.65
C -3.63 -3.62 0.06
C 1.41 0.24 -4.59
C -0.92 0.48 0.92
C 3.05 3.17 -0.01
C 1.85 2.89 0.63
C 1.27 3.86 1.62
C -0.60 1.21 -3.45
C -2.61 -1.65 -0.85
C 1.72 0.74 -0.57
C 3.59 2.28 -0.93
H 2.88 -5.68 -1.11
H -0.18 0.72 3.74
H 2.05 0.91 -4.02
H 1.93 4.72 1.74
H -0.36 2.28 1.53
H -1.85 3.38 5.29
H 0.04 1.86 -2.85
H 0.30 4.25 1.30
H -0.95 -3.40 3.03
H 1.16 0.72 -5.54
H -3.49 2.64 0.70
H -2.77 -4.35 1.89
H -0.76 -1.65 2.89
H 0.27 -2.72 1.95
H 3.55 4.10 0.21
H 3.34 0.43 -1.95
H -2.77 -0.07 1.51
H -2.53 -0.89 -1.61
H -0.88 1.75 -4.36
H -4.05 4.75 1.89
H -1.07 -0.54 -5.54
H -0.76 1.30 5.30
H 4.01 -0.98 -0.29
H -4.26 -2.67 -1.76
H 5.83 -2.68 -0.18
H -4.37 -4.40 0.01
H 1.97 -0.68 -4.81
H 5.26 -5.08 -0.62
H -0.24 -1.94 -4.84
H 4.51 2.53 -1.45
H -1.65 0.04 4.44
H -1.50 0.99 -2.89
H 1.13 3.42 2.61
H -3.21 5.11 4.19
H -1.66 -1.27 -4.04


| no. | largest force on an atom (eV Å⁻¹) | calculated total energy (hartree) |
| --- | --- | --- |
| 1 | 0.86 | -1876.37456 |
| 2 | 0.70 | -12884.12631 |
| 3 | 0.49 | -2731.75699 |
| 4 | 2.06 | -1930.69825 |
| 5 | 1.85 | -2044.48297 |
| 6 | 0.18 | -4993.96247 |